A molecular structure, C44H59IN2O9P3V at a distorted geometry. Source: OMol25; level of theory: ωB97M-V with the def2-TZVPD basis set.

XYZ file:
```
119
Properties=species:S:1:pos:R:3:mulliken_spin:R:1
V -0.36522 0.45806 0.12374 1.91
O -0.05586 2.09812 -1.33321 -0.01
N 0.02275 2.28418 0.07546 -0.03
C 0.38612 3.40997 0.50467 0.08
C 0.63584 3.65011 1.91756 0.01
C 0.95393 4.95716 2.27005 0.02
C 1.23244 5.27447 3.58498 -0.01
C 1.20364 4.27640 4.54763 0.01
C 0.88352 2.96931 4.19860 -0.01
C 0.59832 2.63387 2.88273 0.02
P 0.01120 0.93755 2.48457 -0.04
C -1.48887 0.85613 3.50415 -0.04
C -2.63896 1.42003 2.94770 0.03
C -3.80118 1.50595 3.69814 0.00
C -3.82392 1.02626 5.00149 0.00
C -2.68289 0.45936 5.55699 0.00
C -1.50966 0.37815 4.81372 0.00
C 1.26776 -0.15771 3.22240 -0.01
C 0.97431 -1.47392 3.57894 0.00
C 1.96615 -2.30522 4.08387 0.00
C 3.26389 -1.83380 4.23686 0.00
C 3.57060 -0.53153 3.86838 0.00
C 2.58074 0.29856 3.35892 0.00
H -0.93487 2.45789 -1.57378 0.00
H 0.52767 4.21163 -0.21015 -0.01
H 0.97545 5.72770 1.50600 0.00
H 1.46705 6.29522 3.86047 0.00
H 1.42614 4.51632 5.58126 0.00
H 0.85414 2.20518 4.96786 0.00
H -2.62197 1.80584 1.93266 0.00
H -4.68961 1.95425 3.26698 0.00
H -4.73047 1.10510 5.59105 0.00
H -2.70280 0.08295 6.57351 0.00
H -0.62190 -0.05257 5.26175 0.00
H -0.03463 -1.85630 3.48282 0.00
H 1.72209 -3.32314 4.36685 0.00
H 4.03240 -2.47979 4.64746 0.00
H 4.58135 -0.15462 3.98787 0.00
H 2.83931 1.30656 3.05864 0.00
C 4.17165 -1.91806 0.80320 0.00
C 4.69287 -0.62180 0.23511 0.00
C 6.15792 -0.66265 -0.11390 0.00
O 3.95002 -0.33739 -1.03162 0.00
P 2.61726 0.45681 -1.02675 -0.02
O 1.74738 0.12955 0.16502 0.04
C 1.86146 0.00276 -2.60517 0.01
P 0.50033 -1.19654 -2.47828 0.00
O -0.18640 -1.20651 -1.14401 0.02
O 1.24153 -2.50721 -2.85368 0.00
C 0.89847 -3.88569 -2.38538 0.00
C 1.41562 -4.06568 -0.97705 0.00
C -0.58206 -4.16471 -2.54267 0.00
O -0.54628 -0.83194 -3.56947 0.00
C -0.21986 -0.71658 -5.01384 0.00
C -1.00560 -1.77243 -5.74528 0.00
C -0.56498 0.69193 -5.42987 0.00
O 2.91028 1.98940 -1.00797 0.00
C 3.62357 2.86945 -1.97364 0.00
C 4.73556 2.17751 -2.73070 0.00
C 2.61280 3.51665 -2.89132 0.00
H 4.67344 -2.12703 1.75163 0.00
H 4.38344 -2.73949 0.11146 0.00
H 3.09644 -1.86495 0.98947 0.00
H 4.48701 0.19656 0.92546 0.00
H 6.32383 -1.34211 -0.95283 0.00
H 6.72243 -1.03288 0.74374 0.00
H 6.54792 0.32042 -0.37332 0.00
H 2.63945 -0.46299 -3.21334 0.00
H 1.49636 0.90180 -3.09606 0.00
H 1.46352 -4.50761 -3.06831 0.00
H 0.89401 -3.40224 -0.28260 0.00
H 2.48645 -3.86070 -0.92586 0.00
H 1.25178 -5.09925 -0.66600 0.00
H -1.18052 -3.48299 -1.93086 0.00
H -0.78305 -5.18509 -2.21451 0.00
H -0.90339 -4.07674 -3.58080 0.00
H 0.84964 -0.89981 -5.14074 0.00
H -2.06378 -1.69481 -5.48434 0.00
H -0.65320 -2.77548 -5.50377 0.00
H -0.90178 -1.62569 -6.82238 0.00
H -1.64114 0.86327 -5.33732 0.00
H -0.27606 0.85187 -6.47093 0.00
H -0.04503 1.43211 -4.81476 0.00
H 4.05031 3.62448 -1.32318 0.00
H 4.35361 1.38211 -3.37761 0.00
H 5.48233 1.75299 -2.06572 0.00
H 5.22597 2.91498 -3.36807 0.00
H 2.25657 2.82137 -3.65851 0.00
H 3.09077 4.35319 -3.40610 0.00
H 1.75426 3.90361 -2.33925 0.00
I -7.35894 1.26427 -5.24454 0.00
C -5.91136 1.39417 -3.76337 0.00
C -6.00857 2.38260 -2.79185 0.00
C -5.03130 2.47111 -1.81007 0.00
C -3.98107 1.56197 -1.78562 -0.01
C -3.89902 0.56660 -2.75499 0.00
C -4.85891 0.48767 -3.75604 0.00
C -2.91421 1.69123 -0.75087 0.02
O -2.65855 2.79338 -0.26603 0.01
O -2.22550 0.60188 -0.49560 -0.01
H -6.83504 3.08081 -2.80401 0.00
H -5.07622 3.25182 -1.05917 0.00
H -3.07982 -0.14274 -2.72314 0.01
H -4.79709 -0.27736 -4.52124 0.00
C -2.21152 -4.21031 1.94565 0.00
C -2.91933 -2.85540 1.84742 0.00
C -3.98880 -2.86960 0.73966 0.00
C -3.53515 -2.44396 3.19597 0.00
C -1.92456 -1.83096 1.46989 0.07
N -1.16827 -1.02789 1.18210 -0.08
H -2.95884 -4.96655 2.18944 0.00
H -1.45597 -4.20955 2.73364 0.00
H -1.73646 -4.48561 1.00139 0.00
H -4.74644 -3.60656 1.00606 0.00
H -3.55618 -3.14468 -0.22487 0.00
H -4.46598 -1.89431 0.63756 0.00
H -4.31332 -3.16662 3.45057 0.00
H -3.98413 -1.45052 3.14391 0.00
H -2.78661 -2.44433 3.99124 0.00
```

<S²>: 2.0208
Highest occupied orbital energy (alpha / beta) (eV): -12.1930 / -12.1966
Gap between HOMO and LUMO (alpha / beta) (hartree): 0.2502 / 0.2380
Charge: +2
Spin multiplicity: 3

A molecular structure, C44H60Br3IN3NaO11P at a distorted geometry. Source: OMol25; level of theory: ωB97M-V with the def2-TZVPD basis set.

XYZ file:
```
124
Properties=species:S:1:pos:R:3:lowdin_charge:R:1
C -7.84834 -0.86309 -1.73459 -0.08
C -6.35393 -1.09467 -1.47288 -0.25
C -6.02131 -2.50771 -0.98148 -0.18
C -4.75743 -2.52295 -0.10020 -0.19
C -3.88955 -3.75793 -0.29342 -0.17
C -2.51652 -3.73125 0.40975 -0.10
C -1.69943 -2.48692 0.29343 -0.11
C -1.60003 -1.54660 1.33285 -0.22
P -2.41508 -1.66284 2.99643 1.06
C -4.16327 -1.11960 2.97479 -0.38
C -4.47415 0.03919 2.00068 -0.14
C -2.24862 -3.34472 3.72146 -0.41
C -1.49341 -3.36314 5.06698 -0.16
C -0.76424 -0.42610 1.11472 -0.18
C -0.67777 0.64410 2.17971 -0.54
O -1.65059 1.20700 2.49485 0.19
O 0.50679 1.03971 2.71405 -0.05
C 1.56425 0.17003 2.81514 -0.76
Br 1.26261 -1.63010 3.28546 0.93
C 2.80947 0.61114 2.69767 -0.73
C 4.06082 -0.19464 2.82651 -0.14
Br 3.10927 2.44996 2.37887 0.87
C -0.04325 -0.28831 -0.07363 -0.48
Br 1.01937 1.23565 -0.31255 0.99
C -0.12483 -1.28346 -1.06461 -0.14
C 0.71589 -1.22399 -2.29693 -0.17
C 1.55682 -2.52284 -2.55172 -0.30
C 2.99227 -2.15031 -2.88967 -0.64
I 3.04909 -1.21316 -4.80655 0.84
N -0.97670 -2.32266 -0.84937 0.06
O -1.07558 -3.33214 -1.77787 -0.03
C -1.69256 -2.97970 -3.04385 -0.09
C -2.97768 -2.14755 -3.04893 -0.26
C -4.09090 -2.95881 -3.74609 -0.05
C -2.81629 -0.89029 -3.93621 -0.14
C -3.39002 0.41978 -3.41704 -0.38
C -2.59793 1.08779 -2.29987 -0.05
C -3.40250 1.26413 -4.70870 -0.05
H -8.03754 0.20579 -1.74853 0.07
H -8.09975 -1.21380 -2.73232 0.08
H -8.45940 -1.35358 -0.98461 0.07
H -6.02892 -0.38826 -0.71067 0.10
H -5.81569 -0.87388 -2.39236 0.08
H -5.94359 -3.23011 -1.79284 0.10
H -6.85631 -2.82587 -0.35965 0.11
H -4.18411 -1.60294 -0.20268 0.08
H -5.11320 -2.56553 0.92639 0.10
H -4.41679 -4.59084 0.15988 0.09
H -3.74001 -4.02430 -1.34323 0.08
H -1.94346 -4.55803 -0.00372 0.13
H -2.67414 -3.98749 1.44438 0.07
H -4.87654 -1.93375 2.86616 0.06
H -4.33024 -0.73102 3.97614 0.08
H -5.45900 -0.11366 1.57055 0.07
H -3.72650 0.15149 1.22497 0.04
H -4.51863 0.96791 2.55548 0.08
H -1.73328 -4.00333 3.02641 0.06
H -3.22609 -3.80791 3.85920 0.08
H -0.50587 -3.79253 4.91762 0.05
H -1.98740 -3.99799 5.79277 0.07
H -1.35404 -2.35369 5.43949 0.05
H 4.80847 0.24309 2.17245 0.06
H 3.91623 -1.22765 2.53932 0.05
H 4.44335 -0.10065 3.84072 0.10
H 0.10597 -1.03018 -3.17366 0.10
H 1.42166 -0.41314 -2.23205 0.04
H 1.12072 -3.11604 -3.34406 0.09
H 1.58911 -3.07242 -1.60989 0.12
H 3.38281 -1.45406 -2.15639 0.05
H 3.62316 -3.03133 -2.87406 0.05
H -0.97377 -2.51645 -3.70650 0.11
H -1.91314 -3.93633 -3.52268 0.09
H -3.30033 -1.80826 -2.06687 0.11
H -5.07164 -2.54702 -3.55307 0.09
H -3.96857 -2.91946 -4.83253 0.07
H -4.06762 -4.02303 -3.47659 0.02
H -1.77870 -0.70751 -4.21624 0.12
H -3.33567 -1.07148 -4.86476 0.07
H -4.43026 0.34025 -3.09335 0.12
H -2.77243 0.56591 -1.35050 0.06
H -2.82330 2.14354 -2.20527 0.08
H -1.52619 1.00232 -2.49117 0.06
H -4.26826 0.99520 -5.29996 0.07
H -3.30482 2.33055 -4.53793 0.07
H -2.50258 0.98449 -5.24775 0.07
O -4.15666 -6.55959 1.10058 -0.04
H -4.52503 -6.96342 1.89444 0.06
H -4.01319 -7.30422 0.50787 0.05
N -4.34829 -1.16268 -6.85934 -0.62
O -3.11522 -1.05662 -7.02525 -0.06
O -4.82162 -2.25430 -6.42944 -0.11
O -5.09642 -0.20184 -7.08200 -0.02
C 11.25269 6.91534 6.17925 -0.05
C 10.13038 7.73684 6.17271 -0.05
C 8.97748 7.33426 5.52087 0.00
C 8.94473 6.11148 4.86318 -0.08
C 10.07919 5.29510 4.85278 -0.08
C 11.22808 5.69791 5.52082 0.00
C 10.08446 3.99878 4.11936 -0.28
O 11.06302 3.28360 4.11243 0.11
C 8.84741 3.60442 3.38314 -0.08
C 8.84426 2.42589 2.64810 0.00
C 7.70144 2.03941 1.96955 -0.06
C 6.55352 2.82438 2.02932 -0.10
C 6.55435 4.00102 2.75675 -0.01
C 7.70179 4.39962 3.42899 -0.08
C 7.69040 5.68794 4.18228 -0.28
O 6.68677 6.36694 4.23124 0.11
H 12.14954 7.22932 6.69620 0.11
H 10.15646 8.69232 6.67916 0.11
H 8.10015 7.96578 5.51651 0.12
H 12.09862 5.05703 5.51817 0.12
H 9.73888 1.81998 2.60952 0.12
H 7.70308 1.12303 1.39284 0.10
H 5.65920 2.51937 1.50488 0.03
H 5.66831 4.61982 2.80615 0.11
Na -3.06751 -5.68501 -3.90163 0.82
C -0.06838 5.10591 -4.03052 0.05
N -0.78613 4.15415 -4.92404 -0.44
O -0.83147 2.98362 -4.59346 0.04
O -1.28053 4.61695 -5.92369 0.09
H 0.31753 4.55407 -3.18177 0.09
H 0.73363 5.55225 -4.60995 0.10
H -0.78336 5.86113 -3.71924 0.10
```

Highest occupied orbital energy (eV): -9.2006
Gap between HOMO and LUMO (hartree): 0.1687
Charge: +1

A molecular structure, C44H60N4O2RhSSeSi. Source: OMol25; level of theory: ωB97M-V with the def2-TZVPD basis set.

XYZ file:
```
114
Properties=species:S:1:pos:R:3:mulliken_spin:R:1
Rh 0.82834 -0.78232 -1.32741 1.67
C -2.58637 6.31948 -2.14726 0.00
C -3.17435 5.12758 -1.37554 0.00
C -4.38271 4.60694 -2.15469 0.00
C -3.65621 5.60778 0.00314 0.00
C -2.10924 4.04596 -1.19389 0.04
C -2.29390 2.72345 -1.55127 -0.01
C -1.29388 1.78096 -1.34922 -0.05
Se -1.75280 -0.01398 -1.85740 0.18
C -2.38037 -0.74399 -0.19726 -0.05
C -3.75300 -0.75319 0.04417 -0.01
C -4.25864 -1.28649 1.21487 0.02
C -3.32690 -1.83089 2.11481 0.00
C -1.95989 -1.86544 1.89985 0.01
C -1.44850 -1.30874 0.68529 -0.01
O -0.16816 -1.33244 0.43474 0.03
C -0.98443 -2.48994 2.91310 0.01
C -0.24517 -3.67395 2.26373 -0.01
C 0.03519 -1.43610 3.38327 0.00
C -1.70998 -3.01708 4.15240 0.00
C -5.75569 -1.29561 1.55203 0.00
C -6.58121 -0.61894 0.45767 0.00
C -6.24493 -2.74143 1.70845 0.00
C -5.99223 -0.52989 2.86554 0.00
C -0.01914 2.08919 -0.80969 0.09
O 0.94684 1.19996 -0.71295 0.08
C 0.15326 3.44927 -0.39019 0.00
C -0.88621 4.34841 -0.60063 -0.01
C 1.40143 4.04675 0.30895 0.00
C 2.53538 3.05722 0.59000 0.00
C 0.97757 4.62058 1.67447 0.00
C 1.98005 5.17178 -0.56451 0.00
H -3.35517 7.08134 -2.32173 0.00
H -2.19511 5.99048 -3.11466 0.00
H -1.76712 6.78946 -1.59601 0.00
H -5.10859 5.41529 -2.28636 0.00
H -4.88228 3.79231 -1.62062 0.00
H -4.09114 4.24325 -3.14550 0.00
H -4.42352 6.38487 -0.10345 0.00
H -2.82932 6.02181 0.58838 0.00
H -4.08344 4.77352 0.56758 0.00
H -3.22622 2.38856 -1.99111 -0.01
H -4.40610 -0.33599 -0.71178 0.00
H -3.71110 -2.25663 3.03580 0.00
H 0.32365 -3.34796 1.39270 0.02
H -0.95978 -4.44110 1.94474 0.00
H 0.45032 -4.12200 2.98353 0.00
H 0.60272 -1.03674 2.54423 -0.01
H 0.74193 -1.88509 4.09132 0.00
H -0.47874 -0.60684 3.88227 0.00
H -2.43770 -3.79473 3.89595 0.00
H -2.23069 -2.21351 4.68491 0.00
H -0.97664 -3.45503 4.83562 0.00
H -6.50993 -1.16010 -0.49169 0.00
H -6.24678 0.41017 0.29133 0.00
H -7.63297 -0.59084 0.75569 0.00
H -6.10846 -3.28739 0.77089 0.00
H -7.30872 -2.76851 1.97685 0.00
H -5.68435 -3.26874 2.48594 0.00
H -5.65646 0.50584 2.75844 0.00
H -5.43740 -0.97482 3.69671 0.00
H -7.05812 -0.52659 3.12841 0.00
H -0.73129 5.37109 -0.26609 0.00
H 2.19976 2.26346 1.25557 0.00
H 3.35504 3.59990 1.07877 0.00
H 2.91633 2.60272 -0.32349 0.00
H 0.51963 3.83670 2.28328 0.00
H 0.25552 5.43648 1.57708 0.00
H 1.85413 5.00576 2.20793 0.00
H 2.30258 4.76969 -1.52972 0.00
H 2.85008 5.62075 -0.07159 0.00
H 1.25114 5.96391 -0.75547 0.00
S 0.69415 -2.90667 -2.21998 0.39
C 2.15029 -3.61562 -1.65766 0.00
N 2.39781 -4.83956 -2.24677 0.50
N 3.52576 -5.48394 -1.96091 0.21
C 4.74433 -5.03364 -1.41161 -0.02
C 5.29645 -3.80678 -1.77247 0.03
C 6.51027 -3.41263 -1.23952 -0.02
C 7.20085 -4.23760 -0.35484 0.05
C 6.66667 -5.47512 -0.02748 -0.02
C 5.44664 -5.87441 -0.55744 0.06
N 2.89577 -3.09449 -0.70171 0.17
N 2.62047 -1.87313 -0.28764 0.50
C 3.20915 -1.54706 0.93065 -0.11
C 3.73213 -2.49515 1.82170 0.15
C 4.29304 -2.08003 3.02035 -0.07
C 4.34042 -0.72989 3.35756 0.12
C 3.81655 0.21040 2.47289 -0.08
C 3.25728 -0.19361 1.27238 0.10
H 3.38304 -6.47621 -1.98013 0.00
H 4.76733 -3.16498 -2.46722 0.00
H 6.92264 -2.44993 -1.52104 0.00
H 8.14455 -3.91927 0.06869 0.00
H 7.18939 -6.12943 0.66000 0.00
H 5.01869 -6.83296 -0.28126 0.00
H 3.68145 -3.54363 1.56159 0.02
H 4.69317 -2.82241 3.70347 0.00
H 4.76643 -0.41462 4.30311 0.01
H 3.84150 1.26580 2.72163 0.00
H 2.84344 0.51700 0.56582 0.03
C 0.41264 -1.14496 -4.91911 0.00
Si 1.35377 -0.23371 -3.57081 -0.03
C 0.99691 1.56842 -3.94724 0.01
C 3.17107 -0.51331 -3.93646 0.03
H 0.47830 -0.57398 -5.85376 0.00
H -0.64468 -1.25879 -4.65831 0.00
H 0.82291 -2.14570 -5.08857 0.00
H 1.43845 1.80334 -4.92664 0.00
H 1.41226 2.25391 -3.19837 0.00
H -0.08385 1.74244 -4.00121 0.00
H 3.30971 -0.41179 -5.02189 0.01
H 3.49303 -1.51774 -3.63732 0.00
H 3.81000 0.22174 -3.43163 0.00
```

<S²>: 6.0570
Highest occupied orbital energy (alpha / beta) (eV): -4.0691 / -4.7096
Gap between HOMO and LUMO (alpha / beta) (hartree): 0.2372 / 0.2071
Charge: -1
Spin multiplicity: 5

Energy above the lowest of the compared OMol25 structures with the same formula, charge and spin for the records above, in order: 16.79 0.00 0.00 kcal per mole